[1]
DFT (ωB97M-V/def2-TZVPD) results for 3 unconnected molecules or ions with the total composition C13H32N3O2P.

- DFT total energy: -1170.4824 Eh
- Total charge: 0
- E_HOMO: -8.217 eV
- Structure (SMILES): COC[C@@H](C)N.COC[C@@H](C)N.C#CP(C)CNC

Atoms and positions in Å:
C -2.54916 -2.14597 1.17058
O -2.85267 -3.18849 0.26014
C -1.78832 -4.08246 -0.00608
C -1.61397 -5.20126 1.03329
C -0.95474 -4.74011 2.32911
N -2.88256 -5.86281 1.35259
H -1.51297 -1.81160 1.07039
H -2.74344 -2.45322 2.20089
H -3.20514 -1.30569 0.94279
H -2.03533 -4.54803 -0.96407
H -0.85214 -3.52731 -0.15218
H -0.95448 -5.94832 0.58206
H -1.64226 -4.18123 2.96321
H -0.61640 -5.60142 2.90480
H -0.08657 -4.10896 2.12727
H -3.27031 -6.26808 0.50538
H -3.54942 -5.14055 1.61074
C 5.58489 1.61206 -0.76639
O 4.26799 1.94038 -1.16794
C 3.28100 1.81066 -0.16183
C 3.16146 3.01644 0.78245
C 4.26908 3.09390 1.82861
N 3.10292 4.28374 0.04943
H 5.59344 0.79443 -0.04007
H 6.10012 2.48098 -0.35036
H 6.13073 1.29291 -1.65430
H 2.33352 1.71368 -0.69930
H 3.42717 0.87657 0.39739
H 2.21509 2.90095 1.31916
H 5.20921 3.44722 1.40592
H 3.99084 3.79175 2.61829
H 4.44648 2.11926 2.28890
H 2.29566 4.26967 -0.56910
H 3.89946 4.31082 -0.58120
C -0.55340 4.02753 -1.21509
C -0.60810 2.92019 -1.69375
P -0.92334 1.35650 -2.54973
C -0.35699 0.04192 -1.38284
C -2.78659 1.20184 -2.59184
N -3.34092 0.90140 -1.26091
C -3.92444 2.07688 -0.62084
H -0.59200 5.04207 -0.91346
H 0.66331 -0.21224 -1.65344
H -0.98514 -0.83526 -1.52540
H -0.41362 0.37168 -0.34860
H -3.16695 2.15265 -2.98032
H -3.03003 0.43802 -3.32543
H -4.08022 0.21866 -1.36419
H -4.23583 1.79748 0.38320
H -4.75613 2.52061 -1.18027
H -3.16680 2.85101 -0.50894

Atom charges from the Mulliken analysis, given in e for atoms 1 to 2: -0.587, -0.432


[2]
DFT (ωB97M-V/def2-TZVPD) results for 2 unconnected molecules or ions with the total composition C13H32N4O2.

- DFT total energy: -883.9236 Eh
- Total charge: 0
- E_HOMO: -6.917 eV

Atoms and positions in Å:
C 1.00768 -3.32558 -0.85505
C 1.00038 -1.78923 -0.84674
C -0.17978 -1.30125 -1.68424
N -0.86666 -0.07540 -1.17162
C -2.19994 0.10442 -1.76148
C -3.25670 0.53890 -0.70792
C -4.42577 -0.44583 -0.67138
C -5.66835 0.09815 0.01159
O -5.45709 0.13037 1.42124
C -0.10512 1.07565 -1.20469
N -0.28087 2.03198 -2.23444
N 0.77466 1.27737 -0.27753
C 1.61530 2.45232 -0.11666
C 3.00243 2.08066 0.42591
C 3.75016 0.95525 -0.30797
N 3.67856 -0.36474 0.36955
H 0.97751 -3.69047 -1.88725
H 1.89268 -3.71784 -0.35825
H 0.10416 -3.68976 -0.36168
H 0.90964 -1.47603 0.19675
H 1.92341 -1.43856 -1.30786
H 0.10449 -1.13738 -2.73264
H -0.93583 -2.08627 -1.69367
H -2.20739 0.82274 -2.58202
H -2.53028 -0.84215 -2.18726
H -2.75017 0.52035 0.25860
H -3.60793 1.54429 -0.95186
H -4.12537 -1.39598 -0.22362
H -4.70389 -0.67421 -1.70910
H -5.86177 1.10019 -0.38511
H -6.52064 -0.54714 -0.22387
H -5.81647 0.95237 1.76219
H 0.58538 2.21352 -2.72254
H -0.70835 2.89249 -1.91801
H 0.89294 0.56296 0.48676
H 1.74876 3.01756 -1.03553
H 1.13682 3.05829 0.65650
H 3.61805 2.98121 0.34588
H 2.92174 1.85093 1.48965
H 3.42348 0.83222 -1.34761
H 4.79993 1.25072 -0.35546
H 4.48415 -0.44789 0.98143
H 2.89070 -0.33366 1.02268
C 2.27163 -1.31190 3.50494
C 1.45893 -0.07536 3.09330
O 0.76087 -0.27885 1.93907
H 2.98433 -1.58826 2.72364
H 2.84045 -1.12612 4.42435
H 1.60950 -2.15996 3.68776
H 2.19555 0.76994 3.04788
H 0.84415 0.20500 3.97336

Atom charges from the Mulliken analysis, given in e for atoms 1 to 2: -1.766, 0.584


[3]
DFT (ωB97M-V/def2-TZVPD) results for a molecular structure, C13H33Br3ClIN2O5P2SSi2.

- DFT total energy: -11140.7709 Eh
- Total charge: 0
- E_HOMO: -8.323 eV
- Energy above the lowest of the compared OMol25 structures with the same formula, charge and spin: 3.48 kcal per mole

Atoms and positions in Å:
C 1.56905 1.99307 3.56262
C 1.80105 2.81193 2.28111
C 0.87644 2.45422 1.10039
C -0.60180 2.64626 1.49036
Si 1.20553 0.78216 0.29875
C 2.95463 0.18847 0.62278
C 4.14209 0.79993 -0.16933
C 3.89086 2.17759 -0.77101
I 5.71209 3.05692 -1.47553
C 0.02017 -0.51049 0.97509
C -1.33444 -0.60748 0.23661
C -2.49299 -0.76054 1.22069
S -4.12549 -0.71128 0.52662
O -4.45775 -1.99929 -0.01115
O -5.03098 -0.07209 1.44397
O -3.86026 0.30521 -0.68581
O 0.92375 1.02065 -1.32903
Si 0.85139 -0.04024 -2.58819
C 1.86350 -1.59523 -2.38324
C 1.28334 -2.80458 -1.62313
N 1.50985 -4.03087 -2.39196
P -1.31681 -0.53704 -3.17554
N -1.61810 -2.08397 -3.21716
P 1.88105 1.10584 -4.29439
O 1.94675 -0.04993 -5.46129
Cl 0.27316 2.28151 -4.89437
H 0.92084 2.51484 4.26897
H 1.12848 1.01346 3.35657
H 2.51295 1.80965 4.08338
H 2.85110 2.72537 1.98291
H 1.65044 3.87310 2.51534
H 1.08306 3.17870 0.29804
H -0.81377 3.70319 1.68164
H -1.28502 2.32739 0.69616
H -0.85549 2.09998 2.40365
H 2.96698 -0.89714 0.45912
H 3.13745 0.31052 1.69814
H 5.00569 0.87633 0.49794
H 4.45388 0.12249 -0.97135
H 3.25518 2.15561 -1.65246
H 3.50243 2.89422 -0.04926
H -0.15241 -0.19748 2.01440
H 0.49553 -1.49443 1.04306
H -1.33010 -1.47954 -0.42542
H -1.50892 0.27729 -0.37795
H -2.47096 -0.00074 2.00439
H -2.47901 -1.75077 1.68927
H -4.71583 0.54542 -1.07392
H 2.84274 -1.30869 -1.98016
H 2.05974 -1.92713 -3.41436
H 1.75527 -2.85543 -0.62937
H 0.20639 -2.69613 -1.47626
H 1.45306 -4.84041 -1.78396
H 2.46688 -4.03064 -2.73286
H -2.12160 0.29656 -2.36952
H -1.43104 0.11550 -4.41794
H -2.40901 -2.36388 -2.64951
H 1.24826 -0.71639 -5.45506
C -6.26218 -1.98749 4.17120
Br -8.03927 -2.54865 4.63241
Br -5.73012 -0.43437 5.16840
Br -4.99512 -3.41990 4.38137
H -6.26261 -1.71114 3.12511

Atom charges from the Mulliken analysis, given in e for atoms 1 to 2: -1.178, -0.752


[4]
DFT (ωB97M-V/def2-TZVPD) results for a molecular structure, C13H33Cl2N2OP2ReS.

- DFT total energy: -2778.3966 Eh
- Multiplicity: 4
- <S²>: 3.78
- Total charge: +3
- E_HOMO (alpha / beta): -17.918 / -18.654 eV
- Energy above the lowest of the compared OMol25 structures with the same formula, charge and spin: 0.00 kcal per mole

Atoms and positions in Å:
C -1.62182 -0.25260 -4.97383
C -0.57197 -0.13358 -3.94126
H -2.56619 -0.13255 -4.38546
H -1.46177 -1.19888 -5.54886
H -1.47868 0.54338 -5.75001
O -0.89037 -0.16675 -2.66885
Cl 0.89011 0.08994 -4.62477
Re 0.28841 -0.11060 -0.73643
P 0.59762 -2.32169 -1.33312
C -0.65218 -3.38395 -0.47777
C 0.47535 -3.03295 -3.02957
H 0.76318 -4.09280 -3.00524
H 2.23864 -4.16962 -1.13682
H 1.16199 -2.53281 -3.72127
H 3.05612 -2.54540 -1.37831
H -1.62976 -2.91314 -0.67842
H -0.55770 -2.93813 -3.39025
C 2.25005 -3.09643 -0.84008
H -0.59760 -4.39627 -0.91786
H 2.37624 -2.96759 0.25920
H -0.43977 -3.37970 0.60543
P 0.24434 2.20530 -1.17528
C -0.98640 3.02327 -0.12917
C 1.80342 3.09992 -0.88862
H 0.48821 2.63831 -3.56888
H -0.21850 3.97015 -2.72720
H -1.21358 2.57674 -3.07432
C -0.21412 2.88715 -2.78065
H 2.57523 2.76089 -1.58379
H 1.64431 4.16995 -1.04010
H -1.10225 4.05165 -0.48731
H -0.65849 3.00892 0.91241
H 2.15407 2.93288 0.13188
H -1.93532 2.49174 -0.23018
Cl 2.70107 0.08763 -0.72002
C 1.95921 -0.77698 2.69182
N 0.76973 -0.22728 3.39336
C 0.58445 -0.86545 4.74107
C -0.34245 0.12857 2.68491
S -0.61945 -0.42845 1.10553
N -1.37319 0.76020 3.25777
C -1.24614 1.51091 4.49864
C -2.61171 0.92495 2.51121
H 2.78891 -0.84615 3.42177
H 2.19117 -0.08876 1.85576
H 1.71239 -1.78562 2.30325
H 0.37096 -0.10067 5.50319
H -0.24884 -1.59017 4.70062
H 1.51312 -1.40298 4.98533
H -1.78586 2.45899 4.36733
H -1.65866 0.94766 5.35663
H -0.17842 1.71893 4.68276
H -2.46295 1.66774 1.71503
H -2.88968 -0.02659 2.03590
H -3.38451 1.24875 3.22289

Atom charges from the Mulliken analysis, given in e for atoms 1 to 2: -1.101, 0.628